# C40H84B2Cl30O2

A cluster of 16 separate species, C40H84B2Cl30O2 in total at a distorted geometry (ωB97M-V with the def2-TZVPD basis set, OMol25).

Orbital gap: 9.710 eV
HOMO energy: -9.610 eV
Relative energy (zero: lowest compared OMol25 entry of this formula, charge and spin): 0.459 eV
E_tot: -15580.60762 hartree

Geometry as XYZ:
```
158
Properties=species:S:1:pos:R:3:forces:R:3:mulliken_charge:R:1
C -1.24377 -3.00758 -5.31535 -0.16 0.09 0.07 -1.633
C 0.24745 -3.16472 -5.65200 -0.16 0.04 -0.03 0.405
C 0.97774 -1.84398 -6.00269 -0.04 0.00 -0.30 2.036
C 0.84324 -1.54457 -7.50955 -0.14 0.30 -0.08 -1.881
B 2.46731 -1.81732 -5.45826 -0.23 -0.07 0.08 -0.246
C 2.84612 -2.24200 -3.97767 0.15 -0.10 0.01 -0.577
C 2.86700 -1.11522 -2.91141 0.10 0.02 0.32 -1.267
C 1.51768 -0.62886 -2.34072 -0.12 0.00 -0.15 2.271
C 0.53618 -1.77528 -2.05110 0.48 0.83 -0.39 -2.250
C 0.84437 0.47901 -3.18975 -0.07 0.08 0.14 -0.874
C 3.66072 -1.37738 -6.37893 0.43 -0.23 -0.15 -0.772
B 3.98373 0.16117 -6.24885 0.00 0.27 0.02 0.839
O 5.01184 0.62780 -5.45470 -0.53 0.21 -0.22 -0.727
O 3.28952 1.12917 -6.97192 0.39 -0.45 0.02 -0.589
H -1.57913 -3.77106 -4.60029 0.06 0.11 -0.22 0.320
H -1.87637 -3.09119 -6.20748 0.11 0.09 0.15 0.416
H -1.43887 -2.02778 -4.85569 0.01 -0.22 -0.06 0.289
H 0.33250 -3.82220 -6.52750 0.08 0.05 0.41 -0.262
H 0.74003 -3.66977 -4.81460 -0.08 0.04 -0.14 0.048
H 0.45314 -1.01963 -5.48214 0.23 -0.23 0.09 -0.538
H 1.04289 -2.44287 -8.11029 0.01 0.19 0.11 0.311
H 1.53598 -0.75769 -7.83701 -0.18 -0.15 0.07 0.405
H -0.16692 -1.18652 -7.75884 0.16 -0.24 0.02 0.403
H 3.87855 -2.62777 -4.02054 -0.20 0.00 0.07 0.458
H 2.23491 -3.07243 -3.59656 0.08 0.23 -0.05 0.357
H 3.41839 -0.23837 -3.28988 -0.09 -0.15 0.09 0.177
H 3.45205 -1.49242 -2.05846 -0.09 0.08 -0.18 0.416
H 1.75639 -0.17114 -1.36753 0.09 -0.07 -0.20 0.184
H 0.17763 -2.24582 -2.97771 0.11 0.04 0.22 -0.070
H -0.35467 -1.37656 -1.54004 0.76 -0.02 -1.00 0.584
H 0.96708 -2.53740 -1.38247 -0.07 0.34 -0.51 0.571
H -0.04129 0.11621 -3.73132 0.29 0.01 0.03 0.208
H 0.49739 1.29593 -2.54071 0.06 -0.15 -0.14 0.356
H 1.53991 0.94988 -3.90314 -0.28 -0.34 0.20 -0.451
H 3.46161 -1.58540 -7.43992 -0.06 0.13 0.21 0.226
H 4.55033 -1.95446 -6.07977 -0.12 0.18 -0.05 0.067
H 5.32881 -0.03177 -4.84064 0.30 -0.31 0.08 0.311
H 2.50649 1.46786 -6.53880 -0.17 0.24 0.03 0.260
Cl 2.64886 3.21836 -4.30961 0.11 0.06 -0.37 -0.056
C 2.51698 4.96525 -3.99062 0.09 -0.07 -0.11 -0.729
C 2.59318 5.17212 -2.50888 0.04 0.34 0.22 -0.443
Cl 1.15288 4.48550 -1.71220 -0.07 -0.01 0.12 -0.121
H 1.57982 5.32613 -4.40761 -0.02 -0.05 0.04 0.319
H 3.34543 5.46999 -4.48505 0.04 -0.09 0.00 0.371
H 2.62871 6.23482 -2.27243 -0.09 0.00 0.01 0.358
H 3.46821 4.68301 -2.08549 -0.04 -0.06 -0.02 0.272
Cl -1.46822 -3.15902 -0.81862 -1.27 -1.16 0.70 -0.198
C -1.53986 -2.17456 0.67754 -0.13 -0.01 -0.09 0.870
C -0.29955 -1.33873 0.85017 -0.07 0.23 0.29 0.393
Cl 1.13428 -2.33938 1.17828 0.13 -0.06 0.22 -0.217
H -1.70251 -2.85610 1.51022 0.13 0.13 -0.16 -0.469
H -2.40989 -1.52649 0.58624 0.05 -0.02 -0.04 0.020
H -0.42188 -0.66624 1.69824 -0.02 -0.10 0.05 -0.207
H -0.08965 -0.74665 -0.03779 0.06 0.06 0.46 0.089
Cl 3.82280 2.06399 -0.73532 0.11 -0.01 -0.19 -0.021
C 3.41365 3.12682 0.62993 -0.08 0.13 -0.06 -0.131
C 3.12862 2.33860 1.87487 -0.01 0.02 0.20 -0.682
Cl 1.63313 1.38236 1.67677 -0.05 0.01 0.12 -0.047
H 2.53278 3.69170 0.33197 0.04 0.00 0.03 -0.249
H 4.23966 3.82010 0.78827 0.08 -0.12 0.03 0.474
H 2.97369 3.03487 2.69952 -0.07 -0.08 0.01 0.372
H 3.92787 1.64585 2.13016 -0.02 0.03 -0.09 0.256
Cl 6.81401 2.06136 1.45992 0.03 0.03 0.01 -0.124
C 8.20944 1.10697 2.03318 0.01 0.00 0.04 -0.517
C 8.47212 -0.08103 1.14264 0.04 0.01 -0.01 -0.418
Cl 7.17437 -1.29637 1.25379 0.00 0.00 -0.01 -0.174
H 7.99948 0.79629 3.05347 -0.03 0.00 -0.01 0.314
H 9.07421 1.76807 2.03073 -0.01 0.01 -0.03 0.300
H 9.39738 -0.56510 1.45111 -0.02 -0.01 0.01 0.309
H 8.55523 0.22036 0.10144 -0.02 -0.01 0.01 0.310
Cl -0.99918 -6.22874 5.74810 0.02 -0.15 0.05 -0.187
C -2.30647 -6.51429 4.57029 -0.04 0.21 -0.13 -0.492
C -2.09339 -5.68617 3.32023 -0.02 -0.02 0.12 -0.547
Cl -2.25993 -3.93928 3.68530 -0.05 -0.17 0.09 -0.146
H -3.24284 -6.24452 5.05225 0.01 -0.01 0.01 0.268
H -2.31727 -7.57716 4.33767 0.08 0.02 -0.06 0.385
H -2.84136 -5.93816 2.57087 -0.03 0.04 0.03 0.348
H -1.10200 -5.83752 2.90092 0.01 0.02 0.03 0.321
Cl -5.33011 -0.76115 0.50531 -0.01 0.11 0.03 -0.192
C -5.57007 0.24921 1.96363 0.06 0.00 -0.02 -0.261
C -4.38213 1.13739 2.22924 -0.02 -0.03 -0.05 -0.291
Cl -2.95062 0.18346 2.69255 0.10 0.07 0.17 -0.112
H -5.75677 -0.42339 2.79742 0.01 0.00 -0.02 0.456
H -6.44746 0.86886 1.80092 -0.02 -0.09 -0.11 -0.019
H -4.60148 1.81905 3.04842 -0.02 -0.02 0.04 0.400
H -4.11523 1.71748 1.34891 0.06 0.00 0.03 -0.007
Cl -1.17708 8.52585 0.12621 -0.04 0.05 -0.06 -0.241
C -2.30698 7.32357 -0.57385 -0.01 0.04 0.02 -0.207
C -1.73091 6.65861 -1.79640 -0.01 -0.12 0.05 0.391
Cl -1.56838 7.79251 -3.16725 0.02 -0.01 0.02 -0.220
H -3.23580 7.84107 -0.79967 0.02 0.04 0.01 0.402
H -2.48915 6.58727 0.20681 0.07 0.00 -0.05 0.019
H -2.39338 5.85658 -2.12085 -0.01 0.06 0.01 -0.071
H -0.74829 6.24255 -1.59180 -0.04 0.08 -0.02 -0.028
Cl -4.08108 4.49923 -0.21756 -0.06 -0.05 0.17 -0.114
C -5.19692 3.31737 -0.95245 -0.02 0.02 -0.15 -0.179
C -4.57523 2.65923 -2.15778 -0.02 -0.07 -0.02 -0.439
Cl -4.34853 3.81412 -3.49942 0.01 -0.01 0.04 -0.195
H -6.10895 3.84855 -1.21200 0.02 0.01 -0.02 0.375
H -5.41980 2.56980 -0.19632 -0.02 -0.07 0.01 -0.097
H -5.22746 1.86518 -2.51665 -0.01 0.01 -0.01 0.380
H -3.60121 2.23963 -1.91849 0.00 0.00 0.00 0.248
Cl -10.43212 1.17823 0.91675 0.00 0.00 0.00 -0.174
C -10.73787 2.20247 2.34291 -0.02 0.01 0.01 -0.410
C -9.55803 3.08378 2.66362 -0.03 0.05 -0.03 -0.479
Cl -8.15788 2.13088 3.23242 -0.06 0.11 0.09 -0.163
H -10.97853 1.54674 3.17580 0.01 -0.01 -0.02 0.313
H -11.60169 2.82522 2.11632 0.01 -0.01 -0.02 0.297
H -9.81897 3.77754 3.46054 0.01 -0.04 0.02 0.328
H -9.23612 3.64647 1.79113 0.01 -0.02 0.00 0.295
Cl -1.46943 -4.23275 10.32134 0.09 -0.02 -0.07 -0.264
C -1.37463 -3.10138 8.93605 -0.06 0.07 0.04 -0.477
C -0.24664 -3.41468 7.99134 0.03 0.04 -0.06 0.386
Cl 1.34943 -3.11852 8.73983 -0.02 0.01 -0.01 -0.203
H -1.26173 -2.10241 9.35012 -0.05 -0.03 0.04 0.266
H -2.32489 -3.15816 8.41010 0.04 -0.06 0.02 0.302
H -0.31949 -2.75875 7.12392 0.01 -0.04 0.03 -0.076
H -0.26959 -4.44393 7.65139 0.01 -0.03 0.08 0.021
Cl 1.32393 5.78429 2.17395 -0.01 -0.02 -0.04 -0.072
C 0.39058 6.99097 3.10107 -0.01 0.08 0.00 -0.349
C -0.32412 6.37330 4.27296 0.00 0.00 0.05 -0.458
Cl -1.64146 5.28909 3.74729 -0.02 -0.04 0.00 -0.165
H -0.31031 7.46099 2.41451 0.06 -0.05 0.00 0.083
H 1.09819 7.73783 3.45716 0.01 -0.02 0.01 0.314
H -0.77796 7.15882 4.87477 -0.01 0.00 -0.02 0.313
H 0.35200 5.79098 4.89421 -0.01 -0.01 -0.02 0.323
Cl 0.49746 -0.80759 5.09577 0.04 0.02 -0.16 -0.162
C -0.28385 0.66255 5.72961 0.05 0.12 -0.04 -0.349
C -0.93415 0.38265 7.05793 0.07 0.01 0.03 -0.491
Cl -2.31209 -0.72795 6.84984 -0.23 0.06 0.03 -0.188
H -1.00916 1.00198 4.99134 0.04 -0.03 0.03 0.137
H 0.48742 1.42240 5.85340 0.01 -0.05 -0.03 0.325
H -1.31265 1.29814 7.50923 -0.04 0.00 -0.07 0.460
H -0.22714 -0.08662 7.73952 -0.02 -0.02 0.02 0.262
Cl -4.90851 -7.82116 14.21843 0.00 0.01 -0.01 -0.190
C -4.37481 -7.04967 12.70030 0.01 -0.02 -0.05 -0.438
C -3.79659 -5.67717 12.92471 0.05 0.01 0.01 -0.083
Cl -5.03356 -4.50035 13.44388 0.01 -0.01 0.00 -0.192
H -5.23169 -7.01072 12.03252 -0.01 0.00 0.03 0.324
H -3.61207 -7.69352 12.26552 0.00 0.00 0.02 0.295
H -3.37417 -5.30576 11.99355 -0.03 0.01 -0.01 -0.041
H -3.01938 -5.69544 13.68473 -0.03 0.01 0.02 0.357
Cl 7.28115 4.08698 -7.05518 -0.01 0.00 -0.02 -0.217
C 6.39623 2.73801 -7.82582 -0.07 -0.01 0.02 0.172
C 7.20256 2.08231 -8.91441 0.01 -0.06 0.01 -0.388
Cl 7.43400 3.14240 -10.33291 0.01 0.00 0.01 -0.207
H 5.45857 3.13233 -8.20806 0.02 0.02 0.01 0.319
H 6.17843 2.01313 -7.04473 0.00 0.03 0.03 -0.270
H 6.67602 1.19522 -9.26321 -0.01 0.02 -0.01 0.250
H 8.18854 1.79539 -8.55734 0.00 0.03 -0.02 0.369
Cl 1.10160 -5.86395 -7.90051 0.05 -0.14 -0.16 -0.198
C 2.26002 -6.45889 -6.68415 0.04 0.08 0.05 -0.106
C 1.69230 -7.59322 -5.86989 0.02 -0.02 0.00 -0.474
Cl 0.36306 -7.05083 -4.81226 0.00 -0.01 0.00 -0.155
H 2.52619 -5.61739 -6.04729 -0.03 0.01 -0.01 -0.047
H 3.14545 -6.79513 -7.22083 -0.02 -0.02 -0.01 0.407
H 2.46992 -8.00112 -5.22621 -0.01 0.02 0.01 0.292
H 1.30609 -8.38287 -6.50941 -0.02 0.02 0.01 0.323
```
Forces are in eV/Å.